C11H18N2O4 | ωB97M-V/def2-TZVPD

Summary:
gap between HOMO and LUMO	9.628	eV

Positions of all 35 atoms, in Å:
C  -0.33  -3.36  -0.35
H  -0.41  0.54  -3.19
H  1.86  1.24  1.45
H  -0.79  -1.02  -2.64
H  -1.61  1.04  0.58
H  -4.36  -0.54  -0.28
H  1.70  3.75  0.17
O  -2.56  -0.73  0.83
H  -1.22  -3.54  0.28
O  2.53  -2.16  1.71
H  -4.27  0.51  1.15
C  -3.71  0.03  0.36
C  0.21  0.24  -1.16
O  -0.40  2.50  -0.86
C  2.13  3.48  -0.68
C  0.54  1.72  -0.98
H  1.60  0.36  3.06
H  -3.37  0.81  -0.24
H  0.17  -4.36  -0.67
O  1.85  2.09  -1.04
N  -0.26  -0.47  0.07
C  -1.38  0.07  0.92
H  1.72  4.06  -1.47
H  -0.99  0.08  1.96
C  2.14  0.39  2.13
C  0.70  -2.69  0.55
H  -1.79  0.25  -2.01
H  -0.63  -2.77  -1.28
N  1.71  -3.17  1.17
H  3.16  3.77  -0.59
C  0.69  -1.33  0.73
C  1.78  -0.96  1.52
H  1.19  -0.23  -1.32
H  3.14  0.41  2.40
C  -0.72  0.00  -2.28

***

C11H18N2OS | ωB97M-V/def2-TZVPD

Summary:
gap between HOMO and LUMO	9.336	eV

Positions of all 33 atoms, in Å:
H  -0.25  -2.96  0.27
C  -0.05  -0.89  0.02
H  -3.76  -0.89  -0.62
H  3.57  0.56  -2.17
H  5.38  0.38  -2.09
C  2.16  0.74  0.38
H  -4.33  3.78  -0.16
C  -2.70  -0.69  -0.47
H  3.77  2.26  0.72
H  1.36  1.22  1.12
C  -2.77  2.39  0.64
H  4.71  2.00  -1.62
N  -0.68  -1.99  0.19
H  4.37  -0.81  -0.03
C  4.60  0.81  -1.46
C  -1.84  0.20  -0.49
C  -2.18  -2.07  -0.26
N  -0.61  0.25  -0.26
C  3.71  1.11  0.76
C  4.71  0.29  -0.11
H  1.92  0.89  -0.78
H  -3.38  1.46  -1.29
H  5.47  0.40  0.42
H  -3.38  1.79  1.09
H  -1.83  2.58  0.87
O  -2.61  -3.42  -0.23
C  -3.33  3.73  0.17
H  -2.63  4.38  -0.12
H  3.71  0.51  1.82
C  -2.40  1.44  -0.73
S  1.58  -1.12  0.72
H  -1.59  2.28  -1.41
H  -3.51  4.36  1.25

***

C11H18O | ωB97M-V/def2-TZVPD

Summary:
gap between HOMO and LUMO	9.432	eV

Positions of all 30 atoms, in Å:
C  1.95  -1.10  0.40
H  -1.20  -3.49  -0.19
C  0.87  -0.11  -0.08
C  0.84  2.38  0.20
C  0.62  2.23  2.96
C  -2.00  -1.96  -3.13
C  -1.34  -3.04  -2.25
C  0.64  3.44  2.27
H  2.92  -0.58  0.43
H  1.07  0.26  -1.09
H  0.94  0.16  2.80
C  0.87  3.59  0.90
H  0.54  2.29  4.03
H  -2.82  -2.93  -0.75
H  -0.26  -2.84  -2.38
H  2.19  -1.90  -0.29
H  -1.56  -4.05  -2.59
H  0.91  2.37  -0.88
H  -3.05  -1.81  -2.87
H  -0.13  -0.53  -0.07
C  0.86  1.07  2.21
H  -2.03  -2.17  -4.19
H  -1.55  -1.01  -2.83
H  -0.11  5.20  2.76
H  1.80  -1.24  1.47
C  0.92  1.14  0.82
H  -1.54  -1.76  -0.48
C  -1.74  -2.77  -0.80
O  0.51  4.55  3.09
H  0.91  4.60  0.50

***

C11H18O | ωB97M-V/def2-TZVPD

Summary:
gap between HOMO and LUMO	9.337	eV

Positions of all 30 atoms, in Å:
C  -0.99  -3.39  -0.03
C  1.82  1.43  -0.26
C  1.35  0.97  2.02
H  0.75  1.46  -2.69
H  0.69  -2.61  1.05
H  0.21  -1.60  -0.25
H  -0.61  0.39  2.50
C  -0.39  0.80  0.37
H  -3.07  -3.17  0.34
C  -2.23  -2.52  0.09
H  -1.01  -4.00  0.86
H  -1.44  0.66  0.12
H  2.54  1.78  -0.99
H  -2.14  -1.74  0.84
C  -0.36  3.21  -1.97
C  0.36  -2.64  0.01
H  1.08  0.99  3.92
C  -0.02  1.73  -1.96
H  -1.29  3.48  -2.47
C  2.29  1.24  1.03
H  -2.47  -1.96  -0.83
H  0.39  3.78  -2.55
H  1.10  -3.08  -0.64
H  3.33  1.40  1.25
H  -0.84  1.07  -2.27
H  -0.33  3.66  -0.98
C  0.47  1.26  -0.61
C  0.06  0.61  1.67
H  -1.08  -4.08  -0.87
O  1.82  0.86  3.31

***

no.,HOMO level (eV)
1,-8.95
2,-8.96
3,-8.56
4,-8.50